Entry 1:
The following is a DFT calculation (wB97M-V/def2-TZVPD) of a 2-piece molecular cluster, C4H12 overall.

Summary:
Relative energy (zero: lowest compared OMol25 entry of this formula, charge and spin) ... 8.2 kcal/mol
Strongest force on any atom ... 1.361 eV/A
SMILES string ... CC.CC
E_HOMO ... -11.6 eV

Structure (ORCA input):
```
! wB97M-V def2-TZVPD RIJCOSX def2/J DEFGRID3
* xyz 0 1
C -0.8433 -1.4167 -1.5091
H 2.6278 0.1683 2.0269
H -1.9922 -0.4283 -2.8973
H -0.0740 0.3582 1.1753
H 0.4487 0.2707 2.8902
H -2.7112 -0.2537 -1.3838
H 0.2503 1.8021 2.2590
H -0.4535 -1.4509 -0.4892
H 2.0638 0.6260 0.4060
H -1.4410 -2.3154 -1.6836
C 0.5516 0.8007 1.9424
C 2.0154 0.8824 1.4632
H -1.2200 0.7256 -1.7596
H -0.0062 -1.3771 -2.2011
C -1.7281 -0.2253 -1.8675
H 2.5118 1.8335 1.6282
*
```

---

Entry 2:
The following is a DFT calculation (wB97M-V/def2-TZVPD) of an isolated ion of composition C4H10NO and charge +1.

Summary:
Relative energy (zero: lowest compared OMol25 entry of this formula, charge and spin) ... 67.3 kcal/mol
Strongest force on any atom ... 4.027 eV/A
SMILES string ... C[NH2+]C1(O)CC1
E_HOMO ... -13.6 eV

Structure (ORCA input):
```
! wB97M-V def2-TZVPD RIJCOSX def2/J DEFGRID3
* xyz 1 1
H -0.1999 0.8279 -1.8126
O 1.4756 -1.1689 0.6461
C 1.3955 1.3796 -0.4420
H -2.2078 -0.9826 1.4187
C 0.6523 0.4382 -1.3262
H 0.8877 2.1282 0.1837
C -1.5399 -0.9296 0.6478
H -1.0341 -1.8754 0.6783
H -0.8874 0.9698 0.4006
C 0.6852 -0.1439 0.0529
H -2.1849 -0.8540 -0.2422
H 2.1870 -1.4939 0.0593
H 2.4687 1.2614 -0.5276
H -0.1795 0.3092 1.8234
H 1.2499 -0.1416 -2.1928
N -0.5199 0.1367 0.8385
*
```

---

Entry 3:
The following is a DFT calculation (wB97M-V/def2-TZVPD) of C39H74O17S as an isolated structure.

Summary:
Relative energy (zero: lowest compared OMol25 entry of this formula, charge and spin) ... 0.0 kcal/mol
Strongest force on any atom ... 11.586 eV/A
E_HOMO ... -8.8 eV

Structure (ORCA input):
```
! wB97M-V def2-TZVPD RIJCOSX def2/J DEFGRID3
* xyz 0 1
C 17.1229 6.2152 12.8542
H 22.1398 10.6166 7.0246
H 16.9474 11.8733 15.0111
O 14.2150 7.3548 11.3224
H 20.9612 6.0248 9.3115
H 20.4167 10.6385 7.1235
C 20.4338 4.3820 12.9369
H 20.7160 11.9427 12.0279
O 22.5991 3.4539 9.1630
H 21.8066 8.3260 12.6455
O 17.6668 11.0984 10.3025
C 22.0239 5.8616 9.1322
O 15.9982 7.9494 10.1705
H 21.8396 5.7469 13.7660
C 20.5642 7.8625 6.2255
C 19.1774 4.1634 12.0981
C 21.3120 11.0787 7.5625
H 18.2658 10.6096 7.3542
C 23.0728 4.6787 11.1204
C 21.4095 13.8294 11.2273
C 21.4009 10.7180 8.9927
O 17.0498 5.2482 13.5832
H 20.8526 10.3842 12.9742
H 18.9356 3.1034 12.0198
H 18.4422 6.4214 7.6067
H 14.7843 10.4242 8.7227
H 20.5631 15.8782 11.0026
H 19.4155 11.8613 10.1513
C 19.6412 8.1801 7.3577
H 17.2873 8.8800 11.2009
H 19.9769 7.5904 14.0667
H 15.8613 11.5225 11.2185
C 20.3026 12.9246 11.7974
H 19.2067 4.5765 11.0898
C 16.7700 8.8041 8.0402
C 17.3770 7.6129 13.3975
C 22.5678 4.5633 9.7352
O 19.5894 13.7883 8.2380
H 18.4450 7.8293 13.4266
H 17.3755 9.4826 9.9769
H 19.5639 11.6810 7.7239
H 17.7288 6.7027 10.8618
H 15.8750 8.3487 7.6165
O 21.7855 9.6214 15.4242
H 21.2532 12.1494 7.3671
H 19.4421 7.6839 15.8371
H 18.6845 7.4580 9.0638
C 20.6367 9.2730 15.2255
C 20.8552 15.0004 10.4261
H 18.3680 4.6703 12.6235
C 23.1681 11.1493 11.2089
C 20.9109 5.8027 13.1981
H 19.9321 13.4615 12.6706
H 17.0473 9.7162 7.5119
O 20.4728 6.3922 10.6995
C 15.2998 10.1261 9.6357
C 19.6369 10.3478 15.0044
H 17.6869 13.7020 8.6421
H 22.0720 14.2389 11.9898
H 23.9514 5.3233 11.0935
H 19.3874 10.1943 8.7034
H 22.7141 9.1593 9.4251
H 17.1038 7.6604 14.4516
O 21.0797 3.3630 13.3186
H 16.0623 12.8951 12.3766
O 23.3490 8.8594 10.5568
C 17.0168 12.8538 8.7825
C 22.4735 9.1785 12.7744
H 21.0536 9.1039 10.2138
H 18.9288 9.9804 14.2617
H 16.2914 13.0291 9.5770
H 17.8095 12.8763 14.0233
C 19.7868 7.3424 11.0484
H 18.5779 9.1449 13.0420
H 14.9401 11.6675 12.7196
H 16.4866 12.7072 7.8415
H 20.8931 8.7645 5.7093
O 17.3551 9.9830 12.6902
H 22.3371 5.9402 8.0912
H 22.1925 11.5748 11.4440
O 21.3492 11.5153 9.9202
H 18.4690 9.8776 10.1977
O 14.4677 9.4059 10.5071
H 23.5028 11.3914 10.2002
C 21.6325 9.1961 9.2949
H 22.0350 13.2083 10.5861
C 20.1505 10.4218 12.1413
O 18.1438 15.1942 9.7984
H 21.1449 7.2310 15.3545
H 19.5969 11.3484 12.2932
H 19.1341 10.6084 15.9357
C 16.4453 9.1376 9.5256
H 20.6510 10.6783 11.2075
H 21.3976 7.3563 6.7127
C 17.7071 11.8114 14.2319
H 22.3220 5.1506 11.7541
H 17.3612 4.9344 11.1722
H 18.2863 12.7463 11.2547
C 19.1461 7.0304 8.1738
C 18.8559 10.9933 8.1864
H 18.6091 11.2910 14.5539
O 19.3107 9.3582 7.5137
C 17.8363 11.6481 9.1992
H 21.0019 6.3409 12.2546
H 23.9669 11.6379 11.7669
C 23.0148 9.6712 11.4271
H 19.9454 6.3268 8.4067
H 21.9854 10.0141 13.2760
H 22.4653 6.7355 9.6113
C 16.9887 11.1226 13.0635
O 18.8826 7.9139 10.2691
H 16.0753 6.1252 10.9870
H 21.3681 8.5636 8.4475
C 17.0888 5.9733 11.3582
C 20.2427 7.7894 15.1049
H 23.3659 3.6969 11.4924
H 20.0622 6.2416 13.7226
H 15.6861 11.0304 10.1058
O 20.0061 8.1218 12.1428
C 19.2260 12.7817 10.7036
H 23.2697 8.8772 13.4552
H 20.1867 11.1815 14.5675
C 18.3201 9.0593 10.9023
H 20.1163 7.2158 5.4709
H 17.5518 8.0446 8.0496
C 19.2017 9.2238 12.1516
H 21.5085 15.4603 9.6846
C 14.9020 8.1713 10.7541
C 15.9191 11.8202 12.2655
S 19.2442 14.2786 9.6065
H 16.8003 8.3816 12.8832
*
```

---

Entry 4:
The following is a DFT calculation (wB97M-V/def2-TZVPD) of C38H52As2BrNO8PtSi3 as an isolated structure.

Summary:
Relative energy (zero: lowest compared OMol25 entry of this formula, charge and spin) ... 0.0 kcal/mol
Strongest force on any atom ... 0.413 eV/A
Expectation value of S² ... 2.01
E_HOMO (alpha / beta) ... -6.6 / -7.6 eV

Structure (ORCA input):
```
! wB97M-V def2-TZVPD RIJCOSX def2/J DEFGRID3
* xyz 0 3
H 1.4642 -3.0824 4.8186
Si -0.0879 -3.4312 -2.0494
C -0.1105 1.6375 3.1562
H 5.4225 -0.1521 1.6627
C -1.7718 0.8124 -3.4604
H -3.5568 0.9904 0.3092
C -3.3882 -1.1727 -1.8823
C -1.1655 1.3216 2.4102
H 0.9140 4.3416 3.6891
C -4.3736 1.4758 4.1948
C 3.4518 -2.4021 4.3028
H -2.8366 -2.9113 -4.2565
C -1.6070 -3.8323 -0.9870
C -2.3989 -1.9468 -4.5309
C 1.4778 0.9502 -3.0988
C 4.1782 -1.6547 3.4267
H 1.8937 3.2992 4.7435
H -2.3387 -5.6276 -1.9003
O 0.1883 3.6556 -1.9999
C 3.8192 0.2960 0.3233
C 1.8253 4.3735 0.6738
H 0.8441 -2.2499 -5.3639
H -1.6005 -2.1311 -5.2490
H -4.6601 2.3047 4.8323
H 1.1139 1.4500 6.9404
H 5.2420 -1.5086 3.5738
C 1.6133 -0.6773 0.8219
H -4.1930 -0.6232 -2.3837
C 2.1790 -1.2293 2.0254
H -1.1532 0.9859 -4.3439
O -3.0734 1.8159 3.6901
H 2.2612 -4.2239 -1.6666
H -1.3679 1.4399 -2.6615
O 3.0000 4.4113 0.9462
C -3.5866 -4.9860 -0.2685
C -0.1010 1.4952 4.6493
Br -0.4257 -2.0758 2.9848
O -0.8517 1.9911 5.4435
H 2.4538 6.9252 0.6479
H 3.6165 -1.2288 -3.4058
H 1.2882 7.2467 -0.6681
H -0.4455 5.4735 -2.7857
Si -1.8614 -1.0126 -2.9805
C 2.0660 -2.5389 4.1023
H -3.1820 -1.3717 -5.0356
O -3.0634 -0.1132 2.5597
H -5.0779 1.3555 3.3736
H 2.5469 1.1583 -2.9935
H -4.2952 -5.7994 -0.3656
H -2.7829 1.1611 -3.6929
C -3.7574 -4.0152 0.7062
H -2.9169 1.8585 -1.0950
C 2.4573 0.0836 0.0394
H 2.7362 6.2362 -0.9625
H 0.1205 -0.6497 -5.5462
C -0.2610 4.4506 -3.1071
O -1.6030 4.3374 -0.8305
As 1.6710 2.1676 2.4941
H -1.0921 -4.3911 -4.1544
H 2.6885 4.2605 3.4886
C 3.5715 -1.0571 2.2934
C 2.8244 -1.7779 -2.8859
C 4.3730 -0.2792 1.4254
H 0.9661 1.4040 -2.2528
H 1.1324 1.4669 -3.9983
C 0.9639 -1.1925 -5.1146
H 2.0936 0.0161 6.4891
H -0.0650 -5.5611 -3.3044
H -4.3225 0.5505 4.7649
C -0.0593 2.8389 0.1951
H 0.3356 -0.1357 6.7660
C 1.3765 -4.0624 -1.0487
C -0.5847 3.7025 -0.9128
H -3.2807 -0.7721 -0.8761
H 2.8370 -2.7997 -3.2747
H -1.1763 4.0301 -3.5214
H 0.6639 -4.2824 -4.2636
H 1.0897 -5.0285 -0.6210
H 3.9201 -2.8732 5.1577
H -3.7149 -2.2120 -1.7914
C 1.9734 6.5222 -0.2408
C 1.1312 0.5090 6.3947
H 2.0650 0.5432 -0.8564
H 1.8706 -0.8377 -5.6168
H -4.5972 -4.0371 1.3874
C -2.4980 -4.8911 -1.1216
C 1.4665 -1.9604 3.0216
C -2.8599 1.7580 -0.0144
H 1.6554 -3.4020 -0.2246
C 1.7916 3.6989 3.7353
O 1.1677 5.3860 0.1030
H 4.4159 0.9094 -0.3417
Pt -0.2197 -1.1013 -0.0786
O 0.9580 0.7418 4.9913
C -0.2355 -1.5875 -2.2475
H 3.0775 -1.8122 -1.8250
H -2.9326 -2.2001 1.5263
C 0.9754 3.1811 0.9607
C -0.1667 -4.5093 -3.5894
As -1.0627 1.1739 0.4692
H 0.5395 4.4086 -3.8388
N -1.7827 -2.9075 -0.0266
H -3.0807 2.7148 0.4522
C -2.8283 -2.9924 0.7955
Si 1.1937 -0.9100 -3.2586
C -2.5081 0.9030 2.9135
*
```

---

Entry 5:
The following is a DFT calculation (wB97M-V/def2-TZVPD) of one molecule with the formula C3H4O3.

Summary:
Relative energy (zero: lowest compared OMol25 entry of this formula, charge and spin) ... 165.5 kcal/mol
Strongest force on any atom ... 3.110 eV/A
SMILES string ... CC1=COOO1
E_HOMO ... -8.2 eV

Structure (ORCA input):
```
! wB97M-V def2-TZVPD RIJCOSX def2/J DEFGRID3
* xyz 0 1
H -1.8113 0.1173 0.8950
H -1.5297 1.7029 -0.0499
O 2.0490 -0.9337 0.0258
C -1.3614 0.5028 0.0114
H -1.8008 0.0517 -0.8945
C 0.0692 0.0948 0.0039
C 0.6635 -1.0676 -0.0452
H 0.4859 -2.0924 -0.1001
O 0.9746 1.1293 0.1570
O 2.2610 0.4949 -0.0033
*
```

---

Entry 6:
The following is a DFT calculation (wB97M-V/def2-TZVPD) of one molecule with the formula C4H7NO2.

Summary:
Relative energy (zero: lowest compared OMol25 entry of this formula, charge and spin) ... 31.7 kcal/mol
Strongest force on any atom ... 0.651 eV/A
SMILES string ... O=C1CNC[C@@H]1O
E_HOMO ... -9.6 eV

Structure (ORCA input):
```
! wB97M-V def2-TZVPD RIJCOSX def2/J DEFGRID3
* xyz 0 1
H 0.4034 1.0170 -1.3052
H 0.3549 2.1959 0.0731
H -2.0802 -1.2167 -0.1035
C 0.1579 1.1649 -0.2274
C -1.2209 -0.6325 -0.4368
H 2.4247 -0.9524 0.7306
O 2.2308 -0.0133 0.5774
C 0.0998 -1.1241 0.1632
H 0.5110 0.3051 1.6901
H -1.1579 -0.7009 -1.5430
O 0.5509 -2.2438 0.2003
H -1.8910 1.3318 -0.4882
N -1.2276 0.7570 0.0145
C 0.8445 0.1119 0.6548
*
```

---

Entry 7:
The following is a DFT calculation (wB97M-V/def2-TZVPD) of C55H39InN9OS2Si as an isolated structure.

Summary:
Relative energy (zero: lowest compared OMol25 entry of this formula, charge and spin) ... 0.0 kcal/mol
Strongest force on any atom ... 3.378 eV/A
E_HOMO (alpha / beta) ... -4.1 / -4.1 eV

Structure (ORCA input):
```
! wB97M-V def2-TZVPD RIJCOSX def2/J DEFGRID3
* xyz -1 1
C -16.1692 0.0831 -24.1989
C -18.2853 -0.6429 -14.0121
C -10.6041 -1.0354 -15.5828
C -21.5445 2.2494 -13.9063
H -17.0537 -4.4879 -10.6586
C -14.9508 -0.5331 -23.8763
C -21.0716 4.1682 -15.8452
C -20.3123 -2.1776 -19.5925
H -16.4008 6.8732 -20.4230
H -18.2564 -3.3129 -22.2129
H -20.8635 -1.2800 -19.4119
C -14.7442 -1.1786 -22.6319
H -21.7858 1.4903 -13.1897
H -21.1226 4.6212 -20.8014
H -12.9681 -6.2771 -20.6109
H -15.5438 -1.3849 -20.6092
C -16.1190 6.0243 -19.8281
H -20.7845 4.9513 -16.5777
C -11.4633 0.5388 -17.2010
C -15.7673 -1.0526 -21.6366
H -19.6785 -2.3199 -18.6539
C -17.1986 0.0117 -23.2878
N -17.1322 -0.4861 -14.7381
C -19.3573 3.4992 -21.3249
N -15.7270 -3.6064 -18.2593
C -14.7856 5.5858 -19.8585
H -14.1732 -0.4967 -24.6665
H -22.3581 5.4708 -14.6637
C -14.6587 -5.4391 -17.1703
C -17.4580 2.9519 -17.9535
C -13.0078 -0.9599 -15.9294
C -13.9153 -6.5785 -17.3403
H -19.1751 -4.1932 -20.9796
H -9.3768 0.3573 -16.7618
S -16.0079 -5.2351 -16.1369
C -11.8835 -1.4412 -15.2446
C -14.4115 4.3558 -19.3337
C -12.7738 0.0202 -16.9295
H -18.8048 4.3512 -21.6880
C -19.5931 0.9972 -15.0678
C -17.2689 -3.6629 -11.3260
H -22.2432 2.6450 -19.7233
C -13.3255 -5.9673 -19.6184
H -21.2947 -2.2464 -22.0275
C -17.0001 -0.5284 -21.9648
H -12.0189 -2.1226 -14.4316
C -18.5357 -3.1198 -11.1261
H -18.0560 5.6446 -18.8768
C -20.3225 -1.7976 -22.1760
C -20.4496 2.9433 -15.9189
C -16.1932 -1.4119 -14.2567
N -14.2880 1.4731 -18.1085
H -21.3108 0.4459 -20.0306
H -21.0271 -2.9851 -19.7160
C -14.7107 -4.5088 -18.3084
N -15.0696 -0.3685 -16.7153
C -21.8943 4.4765 -14.7745
H -22.9348 3.7011 -13.0720
C -18.7382 2.2151 -21.3112
C -15.3998 2.2031 -18.1793
C -16.3936 -3.1734 -12.2968
H -13.8999 -3.9517 -20.2328
H -14.0285 6.0783 -20.4599
H -16.3274 0.6464 -25.1364
H -18.1691 0.4237 -23.4987
C -21.2716 2.5353 -20.2031
N -14.9627 -1.7123 -14.6842
C -14.4582 -1.1059 -15.7630
C -16.5249 -3.8139 -17.1722
H -12.5464 -7.6589 -18.6062
H -9.7481 -1.5656 -15.1685
C -18.0913 -1.5716 -12.9409
H -13.7453 -1.5577 -22.3537
O -17.5775 -0.3457 -19.1710
C -15.4328 3.5426 -18.7751
Si -18.3189 -0.4650 -20.5909
C -19.3379 1.0985 -20.7768
H -19.9400 -1.6211 -11.7848
C -13.9438 -4.7401 -19.4992
H -19.0689 -3.5778 -10.3319
C -13.2152 -6.8149 -18.5089
H -19.8650 -2.1561 -23.0785
H -15.4170 -3.6712 -12.5370
N -18.8449 1.2565 -16.1962
S -17.9628 -2.9402 -16.7704
C -20.6992 1.2857 -20.3514
H -20.5691 -0.7629 -22.3749
H -17.7108 2.2414 -21.6958
C -20.6391 3.6461 -20.7655
H -13.3966 4.0032 -19.3735
H -13.8586 -7.2356 -16.4850
C -17.0523 5.2672 -19.0950
H -17.6729 -3.3427 -20.5128
C -22.1868 3.4826 -13.8468
C -18.9599 -2.0591 -11.9534
C -10.3879 0.0002 -16.5280
C -19.4407 -2.0483 -20.9029
C -16.7292 3.9745 -18.6940
C -14.0765 0.4459 -17.3274
C -20.6312 2.0064 -14.9137
N -19.4411 0.0582 -14.1180
In -17.3671 -0.2834 -17.0674
C -18.5573 -3.3053 -21.1979
C -16.7940 -2.1189 -13.1258
H -11.3928 1.3469 -17.9459
N -16.5888 1.9649 -17.6141
C -19.3019 2.4396 -16.6708
N -18.7242 3.1415 -17.6374
*
```

---

Entry 8:
The following is a DFT calculation (wB97M-V/def2-TZVPD) of C5H13NO3 as an isolated structure.

Summary:
Relative energy (zero: lowest compared OMol25 entry of this formula, charge and spin) ... 81.0 kcal/mol
Strongest force on any atom ... 6.108 eV/A
E_HOMO ... -7.9 eV

Structure (ORCA input):
```
! wB97M-V def2-TZVPD RIJCOSX def2/J DEFGRID3
* xyz 0 1
H -2.2331 -2.0015 0.1015
H 0.3925 -0.2680 1.2712
C -0.3356 -0.1968 -0.7093
H -2.1313 0.8204 0.8633
C -2.0641 0.0331 0.1119
H -0.2532 -1.2622 -0.9004
N -2.3609 -1.2160 0.7293
C 0.4519 0.3165 0.3537
H 0.3738 2.3457 -0.3700
C 2.1542 -0.3205 -0.4166
H 3.0228 -0.1261 1.2962
O 3.1922 0.1632 0.3905
H 2.3475 0.0876 -1.4164
O -2.9500 0.4562 -0.9077
H -3.3053 -1.2596 1.1046
H -0.3779 0.4126 -1.6077
H 1.5441 2.0611 0.9176
H -0.1751 2.1354 1.3014
H -2.9263 -0.1888 -1.6250
O 2.1060 -1.7204 -0.4114
H 2.9808 -2.0745 -0.6341
C 0.5470 1.8022 0.5573
*
```